# 1
{
  "formula": "CH12O4S",
  "method": "ωB97M-V/def2-TZVPD",
  "smiles": "CS.O.O.O.O",
  "largest_force_ha_per_bohr": 0.06251,
  "homo_ev": -9.72,
  "e_above_lowest_ev": 1.294,
  "gap_ev": 9.822,
  "spin_multiplicity": 1,
  "symbols": ["C", "S", "H", "H", "H", "H", "O", "H", "H", "O", "H", "H", "O", "H", "H", "O", "H", "H"],
  "positions_angstrom": [[0.237200, -2.202509, -0.734503], [-0.611843, -0.947492, -1.796352], [0.478180, -1.675045, 0.253632], [-0.267099, -3.149460, -0.397726], [1.157638, -2.544509, -1.260466], [0.495935, -0.468243, -2.374295], [-0.953375, 0.874594, 1.601439], [-0.935992, 1.726286, 1.157855], [-0.839365, 0.237801, 0.881912], [1.690159, 1.103863, 0.946219], [1.219015, 1.594706, 1.640102], [1.880504, 1.932603, 0.443799], [-3.220868, -1.120021, 1.335969], [-2.888512, -0.927811, 2.222343], [-2.663656, -0.509149, 0.843537], [1.862487, 2.368301, -1.305146], [1.070222, 1.747980, -1.366249], [2.289369, 1.958104, -2.092069]],
  "forces_ev_per_angstrom": [[1.07, 0.08, 1.62], [-0.31, -0.81, 0.35], [0.15, -0.78, -1.51], [-0.39, 1.20, -1.00], [-0.58, 0.48, 0.56], [0.08, -0.12, 0.08], [-0.54, -0.20, 0.05], [-0.11, 0.07, -0.08], [0.42, 0.21, 0.05], [-0.12, 2.11, 0.30], [-0.12, -1.22, 0.55], [0.67, -1.33, -0.39], [0.41, 0.13, 0.23], [-0.28, -0.21, 0.13], [-0.30, 0.06, -0.35], [-1.44, -1.91, -2.15], [0.88, 1.30, 0.84], [0.51, 0.94, 0.71]],
  "mulliken_charge": [-0.6886, -0.2051, 0.2109, 0.3225, 0.3045, 0.0823, -0.6418, 0.3220, 0.2328, -0.6049, 0.2980, 0.3684, -0.6238, 0.3247, 0.3391, -0.6866, 0.3091, 0.3366]
}

# 2
{
  "formula": "CH12O5",
  "method": "ωB97M-V/def2-TZVPD",
  "smiles": "CO.O.O.O.O",
  "largest_force_ha_per_bohr": 0.02410,
  "homo_ev": -10.56,
  "e_above_lowest_ev": 0.247,
  "gap_ev": 11.217,
  "spin_multiplicity": 1,
  "symbols": ["C", "O", "H", "H", "H", "H", "O", "H", "H", "O", "H", "H", "O", "H", "H", "O", "H", "H"],
  "positions_angstrom": [[-0.307713, 1.913855, 1.300547], [0.447302, 0.750212, 1.445252], [-1.070607, 1.916941, 2.067785], [0.268072, 2.838040, 1.371367], [-0.867583, 1.953332, 0.346896], [0.974660, 0.584927, 0.653960], [-0.864480, -1.674327, 1.652724], [-1.271398, -1.982606, 2.467767], [-0.299207, -0.921023, 1.907364], [0.276201, -0.071871, -2.594394], [-0.045700, -0.951380, -2.323497], [-0.390139, 0.513008, -2.208757], [2.464099, 0.553334, -0.760806], [3.225892, 0.540470, -1.349007], [1.691985, 0.599179, -1.357522], [-1.391525, -1.856968, -1.030990], [-1.564357, -2.015770, -0.087204], [-1.275500, -2.689353, -1.501488]],
  "forces_ev_per_angstrom": [[-0.87, 0.54, -0.69], [0.38, -0.51, 0.12], [-0.05, 0.03, 0.33], [0.24, -0.07, 0.10], [0.27, -0.13, 0.17], [0.30, 0.11, 0.14], [-0.12, -0.18, 0.45], [0.03, -0.02, -0.01], [-0.16, 0.10, -0.39], [-0.14, 0.03, 0.21], [0.12, 0.44, 0.17], [-0.04, -0.16, -0.20], [-0.42, 0.23, -0.11], [-0.07, -0.01, 0.10], [0.39, -0.38, -0.16], [-0.13, 0.14, -0.58], [0.49, -0.07, -0.13], [-0.22, -0.09, 0.49]],
  "mulliken_charge": [-0.5926, -0.4848, 0.2708, 0.2662, 0.2281, 0.3096, -0.6609, 0.3005, 0.3879, -0.6730, 0.3806, 0.3065, -0.6834, 0.2957, 0.3484, -0.6640, 0.3578, 0.3066]
}

# 3
{
  "formula": "CH12O6",
  "method": "ωB97M-V/def2-TZVPD",
  "smiles": "C=O.O.O.O.O.O",
  "largest_force_ha_per_bohr": 0.07820,
  "homo_ev": -10.64,
  "e_above_lowest_ev": 0.914,
  "gap_ev": 10.534,
  "spin_multiplicity": 1,
  "symbols": ["C", "O", "H", "H", "O", "H", "H", "O", "H", "H", "O", "H", "H", "O", "H", "H", "O", "H", "H"],
  "positions_angstrom": [[3.492526, -1.359604, -0.741726], [3.540351, -1.634883, -1.964324], [2.880551, -0.508562, -0.369885], [3.839495, -2.023435, 0.097043], [-0.826244, -1.684338, 2.662953], [-0.703733, -0.725114, 2.737255], [-1.835766, -1.724564, 2.622748], [-1.479337, 0.300437, -2.053409], [-1.764694, -0.569169, -1.728216], [-0.489544, 0.278106, -2.280598], [-2.328665, 1.929084, 0.573841], [-2.962927, 2.675738, 0.541476], [-2.290847, 1.544071, -0.285148], [1.032495, -0.069449, -2.932711], [1.818233, 0.068742, -2.385536], [1.370433, -0.924159, -3.198202], [-0.876225, 1.168837, 2.870960], [-1.254537, 1.681535, 2.141915], [-1.161572, 1.576726, 3.691567]],
  "forces_ev_per_angstrom": [[-1.07, -1.19, -2.56], [0.16, 0.91, 3.91], [0.45, 0.04, -0.28], [0.34, 0.28, -0.97], [-2.30, -0.04, -0.11], [0.16, 0.15, 0.01], [2.13, -0.13, 0.07], [0.78, 0.16, 0.11], [0.57, 0.39, -0.27], [-1.87, -0.51, 0.42], [-0.70, 1.37, 1.41], [0.62, -0.80, -0.16], [0.22, -0.55, -1.41], [1.32, -0.14, 0.42], [-0.15, 1.07, 0.35], [-0.72, -0.91, -0.90], [0.27, -0.02, 0.16], [-0.21, -0.13, -0.14], [-0.03, 0.06, -0.03]],
  "mulliken_charge": [0.0451, -0.4457, 0.1378, 0.2501, -0.6651, 0.3873, 0.3029, -0.6996, 0.2960, 0.4339, -0.6695, 0.3039, 0.3447, -0.6836, 0.3183, 0.3349, -0.6695, 0.3734, 0.3046]
}

# 4
{
  "formula": "CH13NO4",
  "method": "ωB97M-V/def2-TZVPD",
  "smiles": "CN.O.O.O.O",
  "largest_force_ha_per_bohr": 0.04819,
  "homo_ev": -9.45,
  "e_above_lowest_ev": 1.411,
  "gap_ev": 9.754,
  "spin_multiplicity": 1,
  "symbols": ["C", "N", "H", "H", "H", "H", "H", "O", "H", "H", "O", "H", "H", "O", "H", "H", "O", "H", "H"],
  "positions_angstrom": [[1.492557, -1.906680, -0.324141], [1.318149, -1.499146, 1.040620], [0.565950, -1.758063, -0.914496], [1.409753, -3.016363, -0.431780], [2.441913, -1.556513, -0.729627], [0.580316, -1.992055, 1.516658], [2.136731, -1.427710, 1.618774], [-3.058084, -1.635302, 2.545178], [-2.411877, -1.071606, 2.101806], [-3.681703, -1.849384, 1.850117], [-1.703474, -0.229886, -0.758401], [-1.539956, 0.694407, -0.535604], [-0.796974, -0.578628, -0.746715], [3.968469, 5.770704, 0.703844], [3.056471, 5.464524, 0.858074], [4.586817, 5.073019, 0.913073], [-3.057595, 0.391473, -3.218170], [-2.838563, -0.024982, -2.362079], [-2.468896, 1.152197, -3.127126]],
  "forces_ev_per_angstrom": [[-0.95, -2.29, -0.06], [-0.59, 0.95, 0.35], [0.73, 1.19, -0.14], [1.06, 0.23, 0.18], [-0.51, 0.15, -0.32], [0.11, -0.10, 0.10], [0.15, -0.24, -0.17], [0.30, 0.15, 0.00], [-0.08, -0.05, 0.06], [-0.19, -0.09, -0.13], [0.61, 0.17, 0.29], [-0.28, 0.07, 0.08], [-0.33, -0.14, -0.07], [-0.70, 0.47, -0.14], [0.85, -0.09, -0.01], [-0.15, -0.38, 0.14], [0.48, 0.17, 0.84], [-0.30, -0.31, -0.45], [-0.20, 0.13, -0.57]],
  "mulliken_charge": [-0.5511, -0.4371, 0.1085, 0.2488, 0.2789, 0.1895, 0.2023, -0.6394, 0.3256, 0.3199, -0.7162, 0.3088, 0.3309, -0.6424, 0.3228, 0.3196, -0.6342, 0.3809, 0.2841]
}

# 5
{
  "formula": "CH14AgO10",
  "method": "ωB97M-V/def2-TZVPD",
  "largest_force_ha_per_bohr": 0.11788,
  "homo_ev": -2.89,
  "gap_ev": 5.205,
  "total_charge": -1,
  "spin_multiplicity": 1,
  "symbols": ["Ag", "C", "O", "O", "O", "O", "H", "H", "O", "H", "H", "O", "H", "H", "O", "H", "H", "O", "H", "H", "O", "H", "H", "O", "H", "H"],
  "positions_angstrom": [[-0.382893, 0.402300, 0.084211], [1.345664, 1.045402, -1.639193], [0.873985, 1.951267, -2.569871], [1.800944, 1.507566, -0.523025], [1.017617, -0.200791, -1.787813], [-2.057172, -0.606828, -1.284871], [-2.993474, -0.621612, -1.181161], [-1.955743, -0.024697, -2.039479], [2.937870, -0.761180, 0.587907], [3.596689, -0.251881, 1.010237], [2.468459, -0.154271, 0.051769], [0.641280, 1.328284, 2.073195], [0.822660, 2.229939, 1.702825], [1.484842, 0.900435, 2.165118], [-1.654257, 2.401168, 0.389916], [-1.720064, 2.709229, -0.462075], [-2.500093, 1.966852, 0.475869], [0.383654, -1.648400, 1.035084], [1.282994, -1.342271, 1.126969], [0.429229, -2.214803, 0.283433], [0.572840, -2.705334, -1.617922], [-0.287442, -2.933635, -1.979723], [0.624008, -1.716288, -1.606652], [-2.302532, -0.446707, 1.511538], [-2.661952, 0.212093, 2.117820], [-1.767111, -1.025837, 2.075894]],
  "forces_ev_per_angstrom": [[0.47, -0.13, -0.13], [-3.60, 4.01, -2.77], [1.79, -2.74, 2.36], [0.98, -0.86, -0.04], [0.81, 0.05, 0.13], [0.19, -0.12, -0.72], [-1.19, -0.26, 0.56], [0.72, 0.13, -0.53], [0.25, -2.67, 1.21], [1.08, 0.87, 0.58], [-1.19, 2.09, -1.78], [-0.59, 1.68, 0.67], [0.02, -1.37, 0.12], [0.68, -0.17, -0.30], [-0.42, -0.46, 2.94], [0.50, 1.50, -3.48], [-0.36, -0.38, 0.46], [-0.93, 0.06, 1.76], [1.01, 0.18, 0.13], [-0.03, -1.07, -1.47], [-0.24, -0.67, 0.43], [0.01, 0.20, 0.01], [0.36, 0.22, -0.53], [-0.66, -0.12, 0.69], [0.14, -0.09, 0.06], [0.19, 0.10, -0.37]],
  "mulliken_charge": [0.5227, 0.5246, -0.8682, -0.7350, -0.7746, -0.4737, 0.2009, 0.3332, -0.6786, 0.2670, 0.4642, -0.5589, 0.3336, 0.2878, -0.5783, 0.3087, 0.2931, -0.6277, 0.3448, 0.3553, -0.7537, 0.2604, 0.5118, -0.5443, 0.2871, 0.2979]
}

# 6
{
  "formula": "CH14LiO10P",
  "method": "ωB97M-V/def2-TZVPD",
  "largest_force_ha_per_bohr": 0.13803,
  "homo_ev": 1.39,
  "gap_ev": 2.668,
  "total_charge": -2,
  "spin_multiplicity": 1,
  "symbols": ["Li", "P", "O", "O", "O", "O", "O", "H", "H", "O", "H", "H", "O", "H", "H", "O", "H", "H", "O", "H", "H", "C", "O", "H", "H", "H", "H"],
  "positions_angstrom": [[-22.757340, 7.797980, -15.374840], [-21.484220, 9.853190, -15.882740], [-22.485720, 9.078030, -16.784680], [-21.400430, 8.939660, -14.651470], [-21.990460, 11.280770, -15.595610], [-20.240530, 9.976590, -16.825200], [-19.396140, 7.345720, -14.348470], [-20.104150, 7.989540, -14.369400], [-19.761070, 6.603250, -13.867010], [-24.762220, 10.349610, -17.035030], [-24.520090, 11.231710, -16.753050], [-23.993040, 9.815050, -16.837930], [-20.393710, 6.744880, -16.752200], [-19.745050, 7.082150, -16.134360], [-20.315100, 5.793140, -16.687000], [-24.671520, 7.889000, -14.926540], [-25.518800, 7.966430, -15.365120], [-24.841140, 7.320320, -14.175490], [-22.448080, 5.905240, -14.536960], [-21.814250, 5.418140, -15.063480], [-22.115930, 5.841150, -13.641530], [-23.060650, 8.209060, -11.891650], [-22.822750, 9.377590, -12.598760], [-22.233490, 7.501870, -11.830100], [-23.406210, 8.480290, -10.894090], [-23.780210, 7.500120, -12.301200], [-22.339390, 9.155450, -13.397900]],
  "forces_ev_per_angstrom": [[0.48, 0.79, -0.94], [1.12, 4.08, -5.70], [-2.16, -1.42, 0.38], [0.61, -1.83, 2.76], [-0.31, -0.81, 1.10], [0.31, -0.78, 2.14], [2.22, -1.69, 0.60], [-1.83, 1.95, -0.39], [-0.03, -0.09, 0.11], [-2.68, 0.86, -0.50], [0.49, 0.01, 0.23], [2.21, -0.88, 0.13], [-0.80, -0.78, -0.97], [0.33, 0.63, 0.56], [0.28, -0.36, -0.09], [-0.11, -0.41, 0.28], [0.05, 0.46, -0.45], [-0.02, -0.13, 0.34], [-0.53, -0.37, 0.19], [0.29, 0.22, -0.44], [0.07, 0.26, 0.28], [0.05, 0.20, -0.04], [-1.43, -0.41, 2.25], [1.05, 0.27, 0.42], [0.07, -0.21, 0.22], [-1.11, 0.17, -0.49], [1.38, 0.29, -1.96]],
  "mulliken_charge": [0.9240, 0.9797, -1.0979, -0.9167, -0.9213, -0.9257, -0.7135, 0.5116, 0.2081, -0.7376, 0.2959, 0.4729, -0.5300, 0.3727, 0.1955, -0.5050, 0.2258, 0.2094, -0.5761, 0.2556, 0.2497, -0.5749, -0.4930, 0.1947, 0.2945, 0.1008, 0.5007]
}